Entry from OMol25: a molecular structure, C26H25N3O2SbV at a distorted geometry (ωB97M-V with the def2-TZVPD basis set).

Each line ends with the Mulliken charge.
Positions of all 58 atoms, in Å:
V 0.025560 0.112983 -0.340180  -0.057
C -3.023634 -0.520693 0.853022  -1.397
C -2.985810 -0.170965 -0.601978  1.192
C -4.126394 -0.288601 -1.416281  -1.067
C -4.034208 0.101776 -2.720270  -0.361
C -2.820343 0.578540 -3.255359  -0.884
C -1.748422 0.595518 -2.453649  0.303
N -1.844936 0.253919 -1.140596  0.585
Sb 0.011105 1.506971 -3.358834  0.952
C 1.623290 0.291897 -2.552425  0.438
C 2.575531 -0.035920 -3.456718  -0.789
C 3.817107 -0.382696 -2.950321  -0.342
C 4.055285 -0.494531 -1.606146  -1.096
C 3.036621 -0.207088 -0.739570  0.982
C 3.102808 -0.331529 0.755626  -1.069
N 1.860231 0.230254 -1.226040  0.297
C 0.108461 2.896857 -1.709919  0.174
C 0.154557 4.232969 -2.005734  -0.940
C 0.148191 5.143830 -0.926467  -0.454
C 0.190073 4.648425 0.365842  -1.001
C 0.174542 3.255370 0.585385  0.849
C 0.279220 2.748498 1.984866  -1.018
N 0.081486 2.373622 -0.447124  0.459
H -4.041432 -0.608247 1.195319  0.562
H -2.622681 -1.503094 1.056971  0.222
H -2.490541 0.210927 1.405952  0.182
H -5.078827 -0.547899 -0.964233  0.475
H -4.925571 0.035012 -3.353342  0.413
H -2.783126 0.909401 -4.270768  0.492
H 2.389813 0.127235 -4.507853  0.472
H 4.632583 -0.608671 -3.626446  0.437
H 4.980201 -0.850275 -1.268749  0.578
H 2.530050 -1.203102 1.102670  0.138
H 4.109579 -0.425170 1.178981  0.527
H 2.637040 0.523877 1.252126  0.079
H 0.225401 4.614565 -3.023569  0.431
H 0.161803 6.203448 -1.095886  0.459
H 0.217751 5.322410 1.203869  0.459
H 0.325415 3.640588 2.619172  0.450
H -0.578537 2.179598 2.248869  0.083
H 1.157645 2.150858 2.171090  0.158
C -0.156797 -0.696456 3.759442  -2.216
C -0.083881 -0.982668 2.309102  1.089
O -0.001009 0.092016 1.570106  -0.004
C -0.040047 -2.338537 1.843041  1.396
C -0.129057 -3.416276 2.805379  -1.357
C -0.163514 -4.720241 2.430754  -1.042
C -0.082286 -5.059826 1.055286  -0.446
C 0.006090 -4.097144 0.099872  -1.060
C -0.004150 -2.706909 0.448911  0.710
O 0.047191 -1.790290 -0.502011  -0.445
H -0.039517 0.355987 3.876803  0.343
H 0.617728 -1.214403 4.295366  0.529
H -1.107837 -1.002115 4.221052  0.390
H -0.157020 -3.144544 3.874704  0.367
H -0.215224 -5.540532 3.138492  0.428
H -0.080848 -6.104294 0.767930  0.454
H 0.083318 -4.344620 -0.955506  0.495

Forces on the atoms, in the same order (eV/Å):
V 0.18 -0.03 -0.04
C -0.50 -0.44 -0.72
C -0.54 -0.36 -0.26
C 0.31 0.50 0.74
C -0.53 0.04 -0.97
C -1.94 -0.68 -0.17
C 1.24 0.33 0.91
N 0.42 0.14 -0.23
Sb -0.26 0.00 0.29
C -0.85 0.78 0.88
C 0.75 0.30 -0.37
C 0.74 -0.57 -1.01
C -0.71 0.06 -0.51
C -0.92 0.37 1.04
C 0.08 -0.12 0.55
N -0.05 -0.27 -0.20
C -0.06 -0.93 0.00
C 0.08 0.98 0.76
C 0.22 -0.85 -0.01
C -0.21 -0.61 -0.79
C 0.10 -0.12 -0.64
C 0.16 1.51 0.14
N 0.27 0.98 0.10
H -0.41 0.35 0.12
H 0.50 -0.34 -0.16
H 0.35 0.64 0.71
H 0.19 -0.22 -0.15
H 0.38 0.14 0.18
H 0.07 0.06 -0.48
H 0.17 -0.29 -0.13
H -0.04 0.04 -0.10
H 1.20 -0.25 0.57
H 0.16 -0.03 -0.24
H -0.14 -0.03 -0.45
H 0.07 0.10 -0.24
H -0.15 -0.26 0.19
H -0.02 0.31 -0.11
H 0.05 0.03 0.18
H 0.02 -0.36 0.12
H -0.68 -0.38 0.29
H 0.28 -0.13 -0.11
C -0.62 -0.14 0.20
C 0.42 -0.30 -0.68
O -0.26 -1.87 0.07
C -0.39 -0.20 -0.21
C 0.04 0.75 0.60
C 0.12 -0.35 -0.25
C -0.01 0.08 0.40
C 0.00 1.18 -0.51
C 0.24 0.06 0.09
O -0.08 -0.25 0.78
H 0.08 0.74 0.32
H 0.43 -0.19 0.25
H 0.17 0.03 -0.30
H -0.03 -0.36 -0.73
H -0.04 0.32 0.14
H -0.01 0.04 0.00
H -0.06 0.06 0.16

The value obtained for the HOMO energy (alpha / beta) is -14.12 / -14.20 eV. Its expectation value of S² is 2.0163. As for the multiplicity: 3. For the relative energy (zero: lowest compared OMol25 entry of this formula, charge and spin), the calculation gives 0.000 eV. For the molar mass, the calculation gives 584.209 g mol⁻¹. Its charge is +2.


Entry from OMol25: a single C4H7NO2 molecule at a distorted geometry (ωB97M-V with the def2-TZVPD basis set).

Each line ends with the Mulliken charge.
Positions of all 14 atoms, in Å:
H -0.382196 -1.964696 1.918362  0.250
N -0.386157 -0.949667 1.862848  -0.673
C 0.054954 -0.585819 0.736339  0.720
C 0.323699 -1.511487 -0.451117  -1.064
O 0.746610 0.625936 0.804775  -0.396
C 0.265975 1.852992 0.080040  -0.175
C -0.697251 1.213884 -0.853836  -0.075
O -1.513589 0.447918 -0.392952  -0.428
H 1.150236 -2.148880 -0.125582  0.355
H -0.528423 -2.155807 -0.712113  0.313
H 0.640619 -0.994367 -1.361926  0.330
H -0.177103 2.433102 0.888254  0.229
H 1.007927 2.493383 -0.454781  0.245
H -0.505301 1.243507 -1.938311  0.368

Forces on the atoms, in the same order (eV/Å):
H -0.86 -0.13 -0.20
N 0.75 -0.23 -0.08
C 1.16 -0.51 1.17
C 0.18 0.09 0.15
O 0.40 1.42 -1.19
C 0.24 -0.99 0.75
C -0.76 -0.44 -0.12
O -0.82 0.99 -1.08
H 0.01 -0.04 -0.19
H 0.17 0.38 0.32
H -0.02 0.04 0.26
H -0.33 0.18 -0.32
H 0.06 -1.11 0.62
H -0.18 0.33 -0.09

The value obtained for the HOMO energy is -9.68 eV. For the relative energy (zero: lowest compared OMol25 entry of this formula, charge and spin), the calculation gives 3.308 eV. For the molar mass, the calculation gives 101.105 g mol⁻¹. Its charge is 0.


In the order shown, the computed total energy values come out to -2504.3325, -361.7593 a.u..